Entry from the Open Molecules 2025 dataset: 9 unconnected molecules or ions with the total composition C34H72O16S7 in a non-equilibrium geometry (wB97M-V/def2-TZVPD).

The strongest force on any atom comes out at 3.180 eV/Å. Its spin multiplicity is 1. The value obtained for the orbital gap is 10.05 eV. The SMILES is O=S1(=O)CCCC1.O=S1(=O)CCCC1.O=S1(=O)CCCC1.O=S1(=O)CCCC1.O=S1(=O)CCCC1.O=S1(=O)CCCC1.O=S1(=O)CCCC1.CC(C)O.CC(C)O.

Cartesian coordinates (Å):
C1 -0.2208 -2.0663 -0.3770
C2 0.2728 -1.5820 0.9855
C3 0.8928 -0.1908 0.7454
O1 -0.9024 -1.3967 1.7751
H1 0.6220 -2.2043 -1.0600
H2 -0.9850 -1.4249 -0.8098
H3 -0.6403 -3.0732 -0.2768
H4 0.9822 -2.2454 1.4727
H5 0.2851 0.3568 0.0257
H6 1.9087 -0.2396 0.3322
H7 0.9479 0.3624 1.6828
H8 -1.6163 -0.9835 1.2747
C4 -0.8999 4.3037 3.4316
C5 0.3077 3.3930 3.2030
C6 0.1216 2.0548 3.8709
O2 0.3913 3.2823 1.7564
H9 -0.9247 4.8091 4.4015
H10 -1.8494 3.7952 3.2479
H11 -0.8820 5.1326 2.7204
H12 1.1875 3.8730 3.6301
H13 -0.7777 1.5360 3.5091
H14 -0.0733 2.1574 4.9417
H15 0.8783 1.2751 3.7449
H16 -0.4803 2.9112 1.5224
C7 -6.6033 -1.4314 -2.8394
C8 -7.1930 -1.7893 -1.4544
C9 -6.1257 -2.3494 -0.5164
S1 -4.5244 -1.7296 -1.1281
O3 -3.7032 -2.8273 -1.6146
O4 -3.8801 -0.7696 -0.2632
C10 -5.2498 -0.8187 -2.5385
H17 -7.3110 -0.8054 -3.3694
H18 -6.3975 -2.3825 -3.3340
H19 -7.9771 -2.5262 -1.6341
H20 -7.6890 -0.9471 -0.9672
H21 -6.0530 -3.4229 -0.6957
H22 -6.1454 -2.1661 0.5535
H23 -4.4637 -0.7335 -3.2915
H24 -5.3386 0.1898 -2.1251
C11 -3.7587 3.2630 -2.5083
C12 -2.2770 3.3651 -2.9164
C13 -1.5366 3.6201 -1.6047
S2 -2.5407 2.9622 -0.2334
O5 -3.2583 4.0232 0.4350
O6 -1.8368 1.9540 0.5547
C14 -3.7445 2.2486 -1.3800
H25 -4.3822 2.9964 -3.3631
H26 -4.1183 4.2511 -2.2137
H27 -2.2002 4.1999 -3.6124
H28 -1.9601 2.4456 -3.4070
H29 -1.3665 4.6887 -1.4598
H30 -0.5357 3.1889 -1.5782
H31 -4.6845 2.0656 -0.8653
H32 -3.3510 1.3000 -1.7476
C15 0.4097 -1.2204 -3.6543
C16 1.0610 -0.7408 -4.9467
C17 0.0069 -0.0563 -5.8144
S3 -1.5744 -0.9148 -5.3919
O7 -1.8915 -1.8717 -6.4371
O8 -2.5746 0.0173 -4.9171
C18 -0.9066 -1.8681 -4.0033
H33 0.2936 -0.3700 -2.9746
H34 1.0710 -1.8933 -3.1091
H35 1.4606 -1.5606 -5.5512
H36 1.8770 -0.0471 -4.7499
H37 0.0780 0.0667 -6.8896
H38 -0.1800 0.9466 -5.4133
H39 -0.6895 -2.8007 -4.5320
H40 -1.6904 -2.0674 -3.2757
C19 3.8206 3.7414 -0.5985
C20 2.5446 4.6014 -0.7012
C21 2.1204 4.5565 -2.1580
S4 2.4039 2.8472 -2.6964
O9 3.1499 2.9407 -3.9425
O10 1.2043 2.0363 -2.6424
C22 3.5112 2.4232 -1.3277
H41 4.0596 3.5535 0.4424
H42 4.6191 4.2162 -1.1712
H43 2.7466 5.6288 -0.4040
H44 1.8034 4.1639 -0.0263
H45 2.7267 5.2467 -2.7447
H46 1.0936 4.8166 -2.4195
H47 4.2861 1.7653 -1.7144
H48 2.8539 1.7684 -0.7429
C23 3.9492 -2.6335 1.0145
C24 4.8441 -1.8980 0.0213
C25 5.8593 -2.9449 -0.4903
S5 4.8922 -4.4680 -0.6686
O11 5.4739 -5.5668 0.0733
O12 4.5393 -4.6712 -2.0472
C26 3.4468 -3.8200 0.2240
H49 3.1137 -2.0322 1.3702
H50 4.5533 -2.8934 1.8889
H51 5.3686 -1.0811 0.5182
H52 4.1972 -1.4827 -0.7563
H53 6.5229 -3.0706 0.3674
H54 6.4542 -2.7374 -1.3728
H55 2.8735 -4.6466 0.6358
H56 2.8646 -3.4427 -0.6245
C27 4.3111 1.9644 2.6848
C28 4.0303 0.7317 3.5501
C29 3.7586 1.1974 4.9786
S6 4.2968 2.9343 5.1038
O13 5.2252 3.0856 6.1960
O14 3.1721 3.8385 5.0024
C30 5.1334 2.9667 3.4964
H57 3.3423 2.4633 2.5329
H58 4.6702 1.7864 1.6728
H59 4.9394 0.1244 3.5345
H60 3.2422 0.1214 3.1105
H61 4.3999 0.6684 5.6853
H62 2.7713 1.1027 5.4272
H63 6.1643 2.6689 3.6948
H64 5.1072 3.9504 3.0364
C31 -1.9218 -4.1376 3.5709
C32 -1.5882 -4.7319 2.2047
C33 -2.7858 -4.4254 1.2935
S7 -4.2146 -4.7012 2.3623
O15 -4.6825 -6.0563 2.2224
O16 -5.1501 -3.5958 2.2630
C34 -3.3165 -4.6169 3.9436
H65 -1.8179 -3.0547 3.4661
H66 -1.1216 -4.4524 4.2450
H67 -1.5071 -5.8207 2.2791
H68 -0.6421 -4.3377 1.8390
H69 -2.8523 -5.0930 0.4374
H70 -2.7921 -3.3911 0.9536
H71 -3.2840 -5.6418 4.3074
H72 -3.8751 -3.9836 4.6266

Mulliken atomic charge list, values in e, 2 entries:
1 C -0.352
2 C 0.070



Entry from the Open Molecules 2025 dataset: 8 unconnected molecules or ions with the total composition C34H75NO16 in a non-equilibrium geometry (wB97M-V/def2-TZVPD).

The strongest force on any atom comes out at 2.858 eV/Å. Its spin multiplicity is 1. The value obtained for the orbital gap is 8.95 eV. The SMILES is O=[N+]([O-])c1ccccc1.COCCOC.COCCOC.COCCOC.COCCOC.COCCOC.COCCOC.COCCOC.

Cartesian coordinates (Å):
C1 -0.8428 -0.6467 0.0468
C2 0.4041 -0.6705 0.5963
C3 0.6269 -0.3034 1.9569
C4 -0.4965 0.1353 2.6983
C5 -1.7546 0.1034 2.0772
C6 -1.9583 -0.3429 0.7487
N1 -0.4104 0.3925 4.1662
O1 -1.4356 0.6467 4.7610
O2 0.6784 0.2839 4.7341
H1 -0.9637 -1.1147 -0.9190
H2 1.2363 -1.0422 0.0170
H3 1.5967 -0.4203 2.4174
H4 -2.5906 0.4689 2.6550
H5 -2.9443 -0.3861 0.3101
C7 1.4387 -4.0576 -1.9078
O3 0.6941 -5.2216 -1.5530
C8 1.3297 -6.4279 -2.0274
C9 0.5441 -7.7761 -1.7587
O4 0.2037 -8.1100 -0.4069
C10 1.2993 -8.7034 0.2823
H6 1.0552 -3.2384 -1.2996
H7 1.2955 -3.7618 -2.9470
H8 2.5163 -4.1429 -1.7680
H9 2.3821 -6.5513 -1.7718
H10 1.3707 -6.2422 -3.1007
H11 1.1167 -8.5946 -2.1950
H12 -0.3183 -7.6288 -2.4089
H13 1.9718 -7.8696 0.4837
H14 1.7660 -9.5210 -0.2672
H15 0.8783 -9.1107 1.2015
C11 -4.3703 5.9015 2.6950
O5 -3.5654 5.7155 3.8643
C12 -3.1702 4.3615 4.0295
C13 -2.6851 4.1486 5.4742
O6 -3.6966 4.3418 6.4544
C14 -4.4687 3.2626 6.8818
H16 -4.7466 6.9244 2.6784
H17 -5.2624 5.2755 2.6800
H18 -3.8402 5.8420 1.7444
H19 -2.4675 3.9942 3.2816
H20 -4.0055 3.6626 3.9854
H21 -1.8495 4.8219 5.6656
H22 -2.1877 3.2021 5.6858
H23 -5.4281 3.5631 7.3028
H24 -3.8498 2.6275 7.5155
H25 -4.7824 2.6480 6.0381
C15 -3.4672 2.4752 0.7642
O7 -4.2354 1.9926 1.8667
C16 -5.6280 1.7900 1.7250
C17 -6.1831 0.8753 0.6576
O8 -5.6342 -0.5162 0.6038
C18 -6.1745 -1.4494 1.5642
H26 -3.3675 1.7072 -0.0029
H27 -2.4457 2.7794 0.9925
H28 -3.9264 3.3490 0.3021
H29 -6.0532 2.7795 1.5576
H30 -6.1065 1.4053 2.6256
H31 -5.7441 1.3665 -0.2108
H32 -7.2719 0.8802 0.6068
H33 -7.2466 -1.6038 1.4425
H34 -5.9465 -1.2506 2.6114
H35 -5.6785 -2.3977 1.3576
C19 0.6678 -2.3644 -7.1417
O9 0.4614 -2.2952 -5.7484
C20 -0.5975 -1.4506 -5.3300
C21 -0.6643 -1.3703 -3.8105
O10 -1.4903 -0.2479 -3.3911
C22 -2.9141 -0.6262 -3.4364
H36 0.9237 -1.4646 -7.7011
H37 -0.1448 -2.8861 -7.6473
H38 1.5396 -2.9688 -7.3921
H39 -1.4909 -1.8253 -5.8296
H40 -0.4598 -0.4498 -5.7392
H41 0.3415 -1.2485 -3.4086
H42 -1.1308 -2.2544 -3.3759
H43 -3.1776 -1.4458 -2.7678
H44 -3.2554 -0.8541 -4.4462
H45 -3.4091 0.2724 -3.0683
C23 0.1274 2.5864 -0.9309
O11 0.1812 3.3029 -2.1614
C24 -0.2742 2.6250 -3.3595
C25 -0.3277 3.5823 -4.5559
O12 0.9243 4.0745 -5.0551
C26 1.5827 4.8084 -4.0646
H46 0.6878 1.6537 -0.9943
H47 -0.8948 2.4393 -0.5822
H48 0.5966 3.2652 -0.2187
H49 -1.2823 2.2451 -3.1933
H50 0.3962 1.7689 -3.4342
H51 -1.0155 4.4052 -4.3612
H52 -0.8290 3.0700 -5.3771
H53 2.2068 5.5983 -4.4824
H54 2.2517 4.1867 -3.4695
H55 0.8365 5.3006 -3.4409
C27 3.5959 1.3457 -0.4431
O13 4.5728 1.7625 0.5043
C28 4.0221 2.3102 1.6993
C29 5.0951 2.6007 2.7741
O14 5.8132 3.7857 2.3676
C30 6.7678 3.5196 1.3429
H56 2.7808 0.9004 0.1272
H57 4.0584 0.6374 -1.1304
H58 3.2247 2.2058 -1.0004
H59 3.3853 1.4878 2.0253
H60 3.3724 3.1411 1.4246
H61 5.8005 1.7859 2.9375
H62 4.6795 2.8746 3.7438
H63 7.2655 2.5621 1.4967
H64 7.4946 4.3315 1.3189
H65 6.2811 3.4987 0.3678
C31 2.3774 -3.2513 2.7802
O15 2.8054 -2.7145 1.5385
C32 4.0126 -2.0416 1.5348
C33 4.5021 -2.0747 0.0424
O16 5.0519 -3.4325 -0.2347
C34 5.6479 -3.5391 -1.5065
H66 3.1511 -3.8695 3.2356
H67 1.5814 -3.9519 2.5279
H68 2.0894 -2.4405 3.4492
H69 4.7454 -2.4945 2.2026
H70 3.8653 -1.0390 1.9362
H71 5.2713 -1.3077 -0.0476
H72 3.6869 -1.8198 -0.6348
H73 6.2333 -2.6970 -1.8757
H74 4.9035 -3.7155 -2.2829
H75 6.2938 -4.4149 -1.5688

Mulliken atomic charge list, values in e, 2 entries:
1 C 0.192
2 C -0.757



Entry from the Open Molecules 2025 dataset: 3 unconnected molecules or ions with the total composition C34H76BN4O14PS in a non-equilibrium geometry (wB97M-V/def2-TZVPD).

The strongest force on any atom comes out at 2.126 eV/Å. Its spin multiplicity is 1. The value obtained for the orbital gap is 8.98 eV. The SMILES is C=C[C@@H]1[C@@H](CC(N)(N)N)[C@]([PH2]=O)([C@@H](C)CCC)[C@](COCCOCCOCC)(B(O)N(C)C)OS1(=O)=O.COCCOCCOC.COCCOCCOC.

Cartesian coordinates (Å):
C1 -0.8786 -2.6457 2.5220
C2 0.3455 -2.3527 2.0120
C3 0.5517 -2.1685 0.5333
C4 2.0040 -2.3041 0.0270
C5 1.9660 -3.0884 -1.2974
C6 1.2443 -4.4504 -1.2149
N1 -0.1784 -4.2960 -1.5536
N2 1.2838 -5.0448 0.0936
N3 1.9768 -5.3279 -2.1920
C7 2.9016 -0.9972 0.0736
P1 3.5506 -0.6440 -1.6523
O1 4.4795 0.5010 -1.8136
C8 4.2165 -1.3487 0.8683
C9 5.1511 -0.1928 1.1918
C10 3.9974 -2.2773 2.1066
C11 4.7979 -2.0421 3.3814
C12 6.2276 -2.5732 3.3812
C13 2.0869 0.2736 0.4667
C14 2.6145 1.6574 0.0322
O2 3.6175 2.1532 0.8829
C15 3.9936 3.4602 0.5311
C16 5.1372 3.6247 -0.4582
O3 6.2486 2.7813 -0.2634
C17 6.9647 2.6277 -1.4731
C18 8.0855 1.6454 -1.3822
O4 7.6309 0.3277 -1.6071
C19 8.5647 -0.6445 -1.1959
C20 8.1093 -2.0009 -1.6935
B1 1.7201 0.6345 2.0076
O5 2.4544 0.1867 3.0818
N4 0.6389 1.6108 2.2081
C21 -0.2303 1.1489 3.3125
C22 1.1912 2.9453 2.5566
O6 0.9207 0.2419 -0.4306
S1 -0.2951 -0.6973 -0.0816
O7 -1.1892 -0.1904 0.9112
O8 -0.8820 -1.0121 -1.3562
H1 -1.7297 -2.8676 1.8959
H2 -1.0504 -2.6494 3.5875
H3 1.1743 -2.3193 2.7036
H4 -0.0815 -2.9189 0.0763
H5 2.4469 -3.0117 0.7075
H6 2.9678 -3.3831 -1.5827
H7 1.4622 -2.5483 -2.0923
H8 -0.6599 -5.1575 -1.3253
H9 -0.2582 -4.1492 -2.5500
H10 0.8678 -5.9631 0.0842
H11 2.2262 -5.1018 0.4439
H12 1.3475 -6.0496 -2.5171
H13 2.2603 -4.7778 -2.9943
H14 2.3866 -0.5167 -2.4312
H15 4.2290 -1.8014 -2.0527
H16 4.7771 -1.9734 0.1701
H17 5.2937 0.4983 0.3713
H18 4.7730 0.3878 2.0202
H19 6.1289 -0.5877 1.4421
H20 4.1774 -3.3104 1.8146
H21 2.9522 -2.2459 2.3727
H22 4.2822 -2.6078 4.1585
H23 4.7673 -1.0153 3.7226
H24 6.5137 -2.7757 4.4098
H25 6.9406 -1.8450 3.0178
H26 6.3030 -3.5093 2.8400
H27 2.8607 1.7104 -1.0230
H28 1.7255 2.2810 0.1503
H29 3.1437 3.9627 0.0611
H30 4.2124 4.0059 1.4435
H31 5.4650 4.6615 -0.3303
H32 4.7565 3.5343 -1.4742
H33 7.4073 3.5872 -1.7545
H34 6.3035 2.3118 -2.2783
H35 8.8053 1.8956 -2.1657
H36 8.5854 1.7156 -0.4145
H37 8.6095 -0.6475 -0.1051
H38 9.5666 -0.3997 -1.5536
H39 7.4288 -1.8897 -2.5281
H40 7.5974 -2.5425 -0.9069
H41 8.9651 -2.5986 -1.9872
H42 2.1212 -0.5979 3.5155
H43 0.1348 1.4747 4.2837
H44 -0.2971 0.0655 3.3377
H45 -1.2375 1.5140 3.1400
H46 1.3220 3.5496 1.6647
H47 0.5098 3.4640 3.2177
H48 2.1622 2.8831 3.0492
C23 -5.2930 6.7778 0.5035
O9 -4.3834 5.7182 0.6943
C24 -4.6275 4.9044 1.8270
C25 -4.5755 3.4234 1.5187
O10 -5.6066 2.9265 0.6832
C26 -5.6371 3.2661 -0.6929
C27 -4.5383 2.6697 -1.5453
O11 -3.2593 3.1843 -1.2388
C28 -2.2647 2.1922 -1.0498
H49 -4.9813 7.6718 1.0549
H50 -5.3069 7.0154 -0.5605
H51 -6.3079 6.5012 0.8060
H52 -5.5958 5.1473 2.2782
H53 -3.8463 5.1122 2.5702
H54 -4.7306 2.9093 2.4714
H55 -3.5889 3.1257 1.1593
H56 -5.7067 4.3458 -0.8400
H57 -6.5758 2.8392 -1.0582
H58 -4.7620 2.9017 -2.5954
H59 -4.5538 1.5799 -1.4363
H60 -2.6627 1.3174 -0.5355
H61 -1.4799 2.6215 -0.4250
H62 -1.8271 1.8839 -2.0053
C29 -7.8693 -4.3632 -2.0243
O12 -7.5821 -3.1778 -1.3183
C30 -6.3493 -2.5595 -1.6464
C31 -6.4764 -1.0713 -1.8861
O13 -7.2172 -0.6800 -3.0300
C32 -8.6198 -0.8681 -3.0626
C33 -9.4246 0.0210 -2.1376
O14 -9.2137 -0.2683 -0.7689
C34 -8.9521 0.8519 0.0503
H63 -7.4418 -5.2377 -1.5210
H64 -8.9533 -4.4781 -2.0542
H65 -7.5008 -4.3220 -3.0541
H66 -5.8994 -3.0317 -2.5262
H67 -5.6645 -2.6968 -0.7998
H68 -5.4641 -0.7056 -2.0777
H69 -6.8281 -0.5526 -0.9926
H70 -8.8897 -1.9180 -2.9325
H71 -8.9090 -0.5927 -4.0805
H72 -10.4873 -0.1381 -2.3646
H73 -9.1903 1.0691 -2.3534
H74 -8.3293 1.5925 -0.4606
H75 -8.4101 0.5019 0.9279
H76 -9.8824 1.3281 0.3788

Mulliken atomic charge list, values in e, 2 entries:
1 C -1.632
2 C -0.435